1.
Below is a structure of composition C30H42CuN3O2Si2Te, with properties calculated with ωB97M-V/def2-TZVPD.

Output
* HOMO energy: -7.014 eV
* E_tot: -3970.65926 hartree
* energy above the lowest of the compared OMol25 structures with the same formula, charge and spin: 0.8555 eV

Element x y z (Å)
C 5.577896 -0.752649 -2.764805
H -1.393307 -0.186971 -4.903858
C -2.601510 -2.546806 -3.413210
H 1.387951 4.853401 1.032747
C -1.142096 4.601868 0.760541
H -0.225146 3.220890 3.705872
H 4.533269 -0.620567 -3.063834
C -3.768612 -3.216143 -3.079046
H 5.351829 -3.758372 -1.576316
H -1.141856 -1.385598 4.543441
C -0.851130 3.621604 1.703280
C -0.856768 -2.310988 1.773802
H 1.160947 4.116421 -2.364541
H 0.324091 2.897617 -1.367349
C -0.833648 -0.854707 -2.944964
H -2.518657 -0.303280 -0.866774
C -1.307345 -3.492259 2.348639
H -1.499719 -5.614661 2.084799
N -0.225177 -2.311162 0.594264
C -0.452657 3.996223 2.984041
H 3.296265 1.871927 1.416946
Si 2.592898 3.330579 -0.502734
O -0.980278 1.924465 0.054024
H -4.580265 -1.508539 -0.262647
C -2.852227 -1.142895 -1.473117
C 2.339163 4.888459 0.483823
H 5.222223 0.810663 0.088314
C -0.343792 5.339503 3.316004
H 8.027441 -2.152591 -1.220537
H -1.266320 6.707349 0.354599
H 7.975199 -0.488509 -0.603843
O -0.021027 -0.553125 -2.101427
H -0.204718 -1.491530 -4.887213
H 4.317698 4.214077 -2.030106
C 2.507884 1.863294 0.658748
C -1.085888 -0.979556 2.430503
H -2.725298 -1.390962 3.757510
H -5.396894 -3.367068 -1.688039
C -1.749058 -0.897118 3.772996
C -4.024992 -1.806747 -1.144865
Te 2.720650 -0.018278 -0.371180
H 0.508944 -3.394321 -0.986609
C -0.514457 -0.570554 -4.383687
C -0.913446 2.180413 1.298092
H -4.124610 -4.022556 -3.707513
H 6.082452 0.216345 -2.871457
C -0.034214 -3.458990 -0.043927
H 4.449771 2.450866 -1.876548
H -1.791235 -3.479847 3.318116
C 4.268256 3.378770 -1.320114
H -0.551879 7.366855 2.632639
C -1.040758 5.947280 1.094641
H -2.041949 -2.850374 -4.293004
C -0.487824 -4.679795 0.438882
C -4.480390 -2.847905 -1.943415
N -0.868635 1.293505 2.291371
H 0.304301 0.145178 -4.435482
C -2.126096 -1.518818 -2.602148
H 6.052067 -1.458763 -3.458305
H -0.022156 5.626579 4.310910
H 1.547127 1.829756 1.183470
H 2.321345 5.769638 -0.171743
C 4.904446 -3.045330 -0.873494
Cu -0.281637 0.005041 -0.220136
C 4.800227 -0.198585 0.144904
H 3.828841 -2.984331 -1.088181
H 4.854178 -0.542574 1.181537
H 1.570565 2.391634 -2.529920
C 1.288135 3.174245 -1.816581
C 7.495505 -1.473257 -0.541258
H 7.622690 -1.849277 0.481972
H -0.333391 -5.590793 -0.125692
H -1.440949 4.292304 -0.234280
Si 5.696652 -1.363455 -1.010582
N -0.710184 0.041908 1.765334
H 5.077257 3.511353 -0.588885
H 5.017767 -3.447241 0.141121
C -1.132989 -4.685781 1.662351
H 3.148665 5.023786 1.212409
H -1.881893 0.146482 4.040803
C -0.638419 6.317750 2.372726

Cartesian forces (eV/Å) of the 3 atoms listed first:
0.0 0.1 -0.3
0.0 0.0 0.0
0.0 -0.1 -0.1

2.
Below is the ion C4H9O2 with charge -1 in a non-equilibrium geometry, with properties calculated with ωB97M-V/def2-TZVPD.

Output
* HOMO energy: -3.044 eV
* E_tot: -308.25001 hartree
* SMILES string: C[C@@H]([O-])CCO
* energy above the lowest of the compared OMol25 structures with the same formula, charge and spin: 2.5818 eV
* net charge: -1

Element x y z (Å)
H 1.108512 0.190835 -1.419616
H -1.199600 0.159099 -0.075498
H -1.311448 -1.814224 -1.562336
H -0.192384 0.712832 1.556877
H -0.262734 2.428292 -0.606845
H 1.497723 2.319966 0.121346
C -0.329758 -0.517041 0.102431
O -0.126373 -0.814825 1.450833
C 0.846584 0.352685 -0.328146
H -1.516409 -2.220456 0.169789
C 0.551510 1.781063 0.097946
O -0.071972 1.673161 1.390653
C -0.821309 -1.809328 -0.607833
H 1.761053 0.045995 0.263230
H 0.066611 -2.488058 -0.552837

Cartesian forces (eV/Å) of the 3 atoms listed first:
-0.3 0.6 0.8
-0.2 0.1 0.3
0.0 0.4 -0.7

3.
Below is the ion C6H11N2S with charge +1 in a non-equilibrium geometry, with properties calculated with ωB97M-V/def2-TZVPD.

Output
* HOMO energy: -13.272 eV
* E_tot: -742.61661 hartree
* energy above the lowest of the compared OMol25 structures with the same formula, charge and spin: 2.5252 eV
* net charge: +1

Element x y z (Å)
C -1.443609 0.400745 -2.114122
H 1.907616 -2.154370 1.665538
S -2.323013 0.701971 -0.747553
C 1.545914 -1.089954 1.801029
C 2.135164 -0.273538 0.567224
N -1.960305 0.044843 -3.265993
N 1.174540 0.605316 0.202099
C -1.017020 1.425321 0.478858
H -1.234767 -0.390640 -3.933629
H -0.547072 2.207619 -0.035302
H -0.330382 -0.444220 2.693508
H -2.905456 -0.147114 -3.488571
H -1.750299 1.916940 1.114403
C 0.073871 0.492871 0.839815
H -0.509024 -1.555945 1.435226
H -0.248554 0.420141 -2.148883
H 3.113746 0.124027 0.759540
C 0.087995 -0.670432 1.744249
H 2.139606 -0.914121 -0.260870
H 2.091049 -0.699461 2.693434

Cartesian forces (eV/Å) of the 3 atoms listed first:
2.6 -0.3 -0.8
-1.2 1.0 0.4
0.5 0.4 0.9

4.
Below is a cluster of 3 separate species, CH8O2S2 in total in a non-equilibrium geometry, with properties calculated with ωB97M-V/def2-TZVPD.

Output
* HOMO energy: -9.531 eV
* E_tot: -989.72337 hartree
* SMILES string: CSS.O.O
* energy above the lowest of the compared OMol25 structures with the same formula, charge and spin: 0.7700 eV

Element x y z (Å)
H 0.552709 1.954549 0.331262
H -2.323743 -1.222166 0.102971
H -0.617033 1.032261 1.464066
H 2.661369 -0.352724 0.001392
H -0.885085 2.654232 0.938576
S -1.188027 0.904133 -0.778132
H 1.960286 0.904540 -0.288013
S -2.909952 -0.069277 -0.242870
C -0.388821 1.725109 0.676465
O 0.030242 -2.837328 -0.268936
H 0.637733 -3.150621 -0.956060
H -0.389960 -2.110498 -0.749458
O 2.860288 0.567793 -0.231262

Cartesian forces (eV/Å) of the 3 atoms listed first:
2.3 0.1 -0.1
-0.1 -0.2 0.1
1.1 -0.3 0.7

5.
Below is an isolated molecule of C4H6N2O in a non-equilibrium geometry, with properties calculated with ωB97M-V/def2-TZVPD.

Output
* HOMO energy: -9.193 eV
* E_tot: -340.57392 hartree
* SMILES string: C#C[C@H](O)/C=N\N
* energy above the lowest of the compared OMol25 structures with the same formula, charge and spin: 6.0134 eV

Element x y z (Å)
H 2.047948 -1.579736 -0.782940
C -0.425387 0.995957 0.329827
H 1.180811 0.653673 1.834871
C -1.989518 -1.230717 -0.076740
O -0.259459 1.848020 -0.752707
C 0.755576 0.432701 0.914447
H -2.568570 -2.091640 0.154434
H 0.353173 1.411790 -1.274849
N 1.559557 -0.457270 0.414444
H -0.919883 1.560509 1.204319
N 1.431429 -0.711088 -0.839175
C -1.562296 -0.020751 0.006224
H 0.396624 -0.811443 -1.132154

Cartesian forces (eV/Å) of the 3 atoms listed first:
-1.7 0.8 -2.3
-4.7 1.1 1.3
-0.5 1.1 2.1

6.
Below is an isolated molecule of C2H6ClN, with properties calculated with ωB97M-V/def2-TZVPD.

Output
* HOMO energy: -9.815 eV
* E_tot: -594.75215 hartree
* SMILES string: C[C@@H](N)Cl
* energy above the lowest of the compared OMol25 structures with the same formula, charge and spin: 0.0000 eV

Element x y z (Å)
H -0.828209 1.159313 -0.862881
Cl 1.472626 -0.298421 -1.950604
N -0.325522 -1.370009 -0.390476
H -1.029282 -1.269513 0.328640
H -0.454824 1.076317 0.868076
H 0.689646 1.833432 -0.248061
H 1.455173 -0.465131 0.376626
C -0.032132 1.029707 -0.134276
H 0.098316 -2.287277 -0.338497
C 0.636734 -0.315568 -0.346510

Cartesian forces (eV/Å) of the 3 atoms listed first:
0.0 0.0 -0.1
0.2 0.0 -0.1
-0.2 -0.2 0.1

7.
Below is a cluster of 3 separate species, C7H17NO2 in total in a non-equilibrium geometry, with properties calculated with ωB97M-V/def2-TZVPD.

Output
* HOMO energy: -8.278 eV
* E_tot: -482.09999 hartree
* SMILES string: C=CC/C(=C/N)CC.O.O
* energy above the lowest of the compared OMol25 structures with the same formula, charge and spin: 2.1319 eV

Element x y z (Å)
H 1.861608 2.499248 1.026762
H 2.542980 -0.319662 -1.057037
H -0.812927 1.381813 -2.339448
H -3.258025 0.604167 2.209201
H 2.270276 -1.857779 0.788222
H 1.207066 -2.704589 -0.173761
C 0.521562 0.379868 -0.988151
C 1.538173 -0.735933 -1.006896
C -0.586463 0.356306 -2.020777
H -0.258586 -0.186919 -2.910787
H 1.386522 -1.301300 -1.926088
O -2.542733 -0.002892 1.980058
H -0.120683 2.203160 -0.158115
C -1.823586 -0.342249 -1.501656
H -1.760278 0.483975 2.267466
C 0.609421 1.400050 -0.136453
H 1.283028 1.687161 2.896967
H 0.480509 -1.450255 0.772463
H -3.122194 -2.023365 -1.703631
H -2.106307 -0.142966 -0.469884
H -2.021844 -1.716907 -3.100967
H 2.365518 0.889325 0.790157
H 0.714693 0.769957 3.968635
C 1.371687 -1.680618 0.191191
N 1.593084 1.531641 0.861028
O 0.983615 1.696785 3.837360
C -2.316121 -1.418025 -2.095848

Cartesian forces (eV/Å) of the 3 atoms listed first:
0.2 -0.4 -0.2
0.2 0.0 0.0
0.0 -0.1 0.1